{
  "formula": "C14H17FMoN2O7S",
  "method": "ωB97M-V/def2-TZVPD",
  "spin_multiplicity": 3,
  "de_lowest_kcal_mol": 8.7,
  "total_energy_ev": -47518.179,
  "lumo_ha": [-0.0304, -0.0320],
  "gap_ha": [0.2813, 0.3416],
  "largest_force_ev_per_a": 0.459,
  "s2": 2.01,
  "elements": ["Mo", "O", "C", "C", "C", "N", "C", "C", "C", "O", "O", "C", "O", "O", "H", "H", "H", "C", "C", "C", "S", "O", "C", "C", "C", "H", "H", "H", "H", "H", "H", "H", "H", "H", "H", "H", "H", "H", "H", "F", "O", "C", "N"],
  "positions_angstrom": [[-0.08900, -0.54108, 1.81773], [1.18588, 5.20050, 3.65476], [0.85228, 3.97344, 3.21564], [0.11181, 3.77527, 2.04359], [-0.16025, 2.47308, 1.69120], [0.31676, 1.46514, 2.39920], [0.87510, 1.63169, 3.59135], [1.19284, 2.89333, 4.03901], [0.81941, 0.35041, 4.41872], [1.38220, 0.26454, 5.47637], [0.00893, -0.53195, 3.86227], [-1.20206, 1.96862, 0.70652], [-1.67109, 2.65751, -0.16541], [-1.49641, 0.71782, 0.96918], [0.87407, 5.87449, 3.04201], [-0.29764, 4.59102, 1.46270], [1.63452, 3.03728, 5.01405], [-2.85260, -0.01278, -3.61515], [-1.50533, 0.59396, -3.25541], [-0.48232, -0.44580, -2.81443], [-0.95258, -1.17307, -1.22803], [0.24597, -0.80437, -0.31908], [-0.79400, -2.94832, -1.50404], [0.62046, -3.49965, -1.39676], [1.54579, -3.11141, -2.53809], [-3.52969, 0.74223, -4.01281], [-3.33957, -0.44878, -2.74028], [-2.75024, -0.79676, -4.36996], [-1.62559, 1.33753, -2.46395], [-1.08342, 1.11718, -4.11676], [0.49470, -0.00397, -2.61339], [-0.35876, -1.24085, -3.55012], [-1.24293, -3.11183, -2.48822], [-1.44380, -3.39446, -0.75196], [0.52780, -4.58567, -1.32896], [1.04695, -3.17014, -0.44781], [1.11405, -3.35401, -3.51258], [2.49770, -3.63541, -2.45903], [1.77105, -2.04413, -2.52807], [-1.18627, -2.08942, 1.64496], [4.10547, -1.57444, 1.59020], [2.98868, -1.24294, 1.71973], [1.85114, -0.90379, 1.86112]],
  "forces_ev_per_a": [[-0.297, 0.060, -0.186], [0.009, -0.060, 0.014], [0.042, 0.091, 0.083], [0.017, -0.153, 0.057], [-0.163, 0.173, -0.006], [0.018, -0.393, 0.014], [0.030, 0.135, 0.142], [-0.042, -0.108, -0.111], [-0.055, 0.046, -0.118], [-0.045, -0.093, 0.061], [0.167, 0.070, -0.128], [0.412, -0.139, -0.147], [-0.140, 0.035, 0.056], [0.126, -0.103, -0.016], [-0.018, 0.050, -0.041], [0.008, 0.026, 0.011], [0.005, 0.045, -0.001], [-0.095, -0.055, -0.021], [0.063, 0.054, 0.029], [0.133, -0.026, -0.051], [0.053, 0.140, 0.371], [-0.222, -0.043, 0.039], [0.042, -0.061, -0.152], [-0.032, 0.029, 0.085], [0.078, 0.071, -0.101], [0.015, 0.018, 0.011], [0.026, -0.014, 0.010], [0.022, 0.016, -0.009], [-0.011, 0.019, 0.008], [-0.018, -0.006, -0.005], [-0.010, -0.005, -0.025], [-0.049, 0.013, -0.016], [-0.006, -0.091, 0.026], [0.011, 0.040, 0.046], [0.012, -0.006, -0.057], [-0.013, -0.015, 0.011], [-0.011, -0.036, 0.018], [-0.011, -0.024, 0.020], [-0.019, -0.009, 0.039], [0.123, 0.173, 0.086], [-0.056, 0.001, 0.016], [0.048, 0.068, -0.092], [-0.146, 0.070, 0.031]],
  "lowdin_charge": [1.84, 0.10, -0.26, 0.09, -0.15, -0.02, -0.15, 0.10, -0.56, 0.12, -0.19, -0.54, 0.10, -0.21, 0.12, 0.14, 0.14, -0.11, -0.29, -0.33, 1.03, -0.65, -0.33, -0.28, -0.10, 0.08, 0.07, 0.08, 0.10, 0.11, 0.10, 0.09, 0.10, 0.09, 0.12, 0.10, 0.08, 0.08, 0.06, -0.48, 0.12, -0.43, -0.05]
}